1.
2 unconnected molecules or ions with the total composition C5H7NO at a distorted geometry, computed with ωB97M-V with the def2-TZVPD basis set.

orbital gap (alpha / beta) = 8.10 / 9.80 eV
HOMO energy (alpha / beta) = -8.77 / -10.48 eV
net charge = 0
relative energy (zero: lowest compared OMol25 entry of this formula, charge and spin) = 565.3 kJ/mol

Last columns: bonded neighbours and bond lengths (Å).
Element x y z (Å)
1 C 3.045 -0.265 0.215  C2 1.372, N6 1.153
2 C 1.778 -0.640 -0.154  C1 1.372, C3 1.455, O7 1.333
3 C 0.433 -0.144 -0.398  C2 1.455, C4 1.509, C5 1.504, O7 1.446
4 C 0.276 1.278 -0.880  C3 1.509, H9 1.089, H10 1.088, H11 1.088
5 C -0.747 -0.765 0.297  C3 1.504, H12 1.089, H13 1.088, H14 1.087
6 N 4.092 0.065 0.570  C1 1.153
7 O 1.175 -1.015 -1.282  C2 1.333, C3 1.446
8 H 1.983 -2.404 1.455  no bonds
9 H -0.567 1.354 -1.565  C4 1.089
10 H 1.176 1.611 -1.394  C4 1.088
11 H 0.098 1.935 -0.031  C4 1.088
12 H -1.595 -0.815 -0.386  C5 1.089
13 H -1.026 -0.163 1.159  C5 1.088
14 H -0.500 -1.770 0.629  C5 1.087

Atom charges from the Mulliken analysis, given in e for atoms 1 to 6:
1. C 0.2150
2. C -0.6934
3. C 1.8611
4. C -1.3703
5. C -1.3440
6. N -0.4196

=====

2.
2 unconnected molecules or ions with the total composition CH6N3 at a distorted geometry, computed with ωB97M-V with the def2-TZVPD basis set.

orbital gap = 7.93 eV
HOMO energy = -14.03 eV
net charge = +1
relative energy (zero: lowest compared OMol25 entry of this formula, charge and spin) = 543.5 kJ/mol

Last columns: bonded neighbours and bond lengths (Å).
Element x y z (Å)
1 C 0.306 0.271 -0.686  N2 1.163, H5 1.104
2 N 0.699 -0.648 -0.091  C1 1.163, N4 1.305
3 N -2.132 1.291 0.374  H6 1.134, H7 0.930, H8 1.111
4 N 1.656 -1.262 0.548  N2 1.305, H9 0.988, H10 0.977
5 H -0.455 0.698 -1.363  C1 1.104
6 H -2.710 0.370 0.051  N3 1.134
7 H -2.478 1.729 1.118  N3 0.930
8 H -1.073 0.956 0.400  N3 1.111
9 H 2.303 -1.703 -0.055  N4 0.988
10 H 1.306 -1.886 1.213  N4 0.977

Atom charges from the Mulliken analysis, given in e for atoms 1 to 6:
1. C -0.1048
2. N 0.4265
3. N -0.6245
4. N -0.4999
5. H 0.4913
6. H 0.2795

=====

3.
A gas-phase ion, C5H10N3OS (charge +1) at a distorted geometry, computed with ωB97M-V with the def2-TZVPD basis set.

orbital gap = 9.73 eV
SMILES string = CON[C@H](S)[n+]1cc[nH]c1
HOMO energy = -12.99 eV
net charge = +1
relative energy (zero: lowest compared OMol25 entry of this formula, charge and spin) = 210.1 kJ/mol

Last columns: bonded neighbours and bond lengths (Å).
Element x y z (Å)
1 C -3.076 1.077 0.214  C2 1.414, N6 1.360, H11 1.087
2 C -2.223 0.057 0.698  C1 1.414, N7 1.421, H12 1.101
3 C -1.175 1.156 -0.889  N6 1.342, N7 1.306, H13 1.096
4 C 3.193 -0.271 0.502  O9 1.398, H14 1.132, H15 1.026, H16 1.087
5 C 0.223 -0.643 0.242  N7 1.515, N8 1.445, S10 1.907, H17 1.137
6 N -2.375 1.739 -0.746  C1 1.360, C3 1.342, H18 0.968
7 N -1.030 0.151 -0.068  C2 1.421, C3 1.306, C5 1.515
8 N 1.292 -0.417 -0.703  C5 1.445, O9 1.377, H19 1.111
9 O 2.493 -1.036 -0.436  C4 1.398, N8 1.377
10 S -0.318 -2.463 0.418  C5 1.907, H20 1.323
11 H -4.083 1.399 0.464  C1 1.087
12 H -2.393 -0.753 1.423  C2 1.101
13 H -0.395 1.511 -1.572  C3 1.096
14 H 3.155 0.789 0.106  C4 1.132
15 H 4.149 -0.640 0.562  C4 1.026
16 H 2.776 -0.199 1.503  C4 1.087
17 H 0.656 -0.438 1.273  C5 1.137
18 H -2.813 2.389 -1.312  N6 0.968
19 H 1.012 -0.870 -1.678  N8 1.111
20 H 0.934 -2.539 -0.002  S10 1.323

Atom charges from the Mulliken analysis, given in e for atoms 1 to 6:
1. C -0.4697
2. C -0.2994
3. C -0.0512
4. C -0.5903
5. C -0.1192
6. N 0.0170

=====

4.
C24H32N4O4 in the gas phase at a distorted geometry, computed with ωB97M-V with the def2-TZVPD basis set.

orbital gap = 9.79 eV
SMILES string = CCCCN(C(=O)CNC(=O)c1ccco1)[C@H](C(=O)NC1CCCCC1)c1cccnc1
HOMO energy = -9.12 eV
net charge = 0
relative energy (zero: lowest compared OMol25 entry of this formula, charge and spin) = 193.5 kJ/mol

Last columns: bonded neighbours and bond lengths (Å).
Element x y z (Å)
1 C -0.749 -1.896 4.126  H2 1.087, H3 1.087, C4 1.524, H64 1.088
2 H 0.037 -2.399 3.570  C1 1.087
3 H -1.352 -2.652 4.623  C1 1.087
4 C -1.619 -1.049 3.205  C1 1.524, C5 1.530, H62 1.093, H63 1.091
5 C -0.818 0.047 2.500  C4 1.530, H6 1.092, H7 1.093, C8 1.542
6 H -0.272 0.619 3.253  C5 1.092
7 H -1.512 0.731 2.005  C5 1.093
8 C 0.167 -0.510 1.452  C5 1.542, N9 1.456, H60 1.092, H61 1.089
9 N -0.118 -0.033 0.106  C8 1.456, C10 1.343, C27 1.463
10 C -0.040 1.252 -0.274  N9 1.343, O11 1.227, C12 1.529
11 O -0.565 1.663 -1.305  C10 1.227
12 C 0.830 2.195 0.559  C10 1.529, N13 1.445, H25 1.088, H26 1.094
13 N 2.193 2.099 0.090  C12 1.445, C14 1.355, H24 1.008
14 C 3.157 1.440 0.775  N13 1.355, O15 1.219, C16 1.467
15 O 2.971 0.933 1.868  C14 1.219
16 C 4.456 1.394 0.094  C14 1.467, C17 1.371, O20 1.357
17 C 5.634 0.821 0.498  C16 1.371, C18 1.411, H23 1.070
18 C 6.563 1.060 -0.536  C17 1.411, C19 1.363, H22 1.070
19 C 5.887 1.757 -1.492  C18 1.363, O20 1.339, H21 1.072
20 O 4.616 1.966 -1.126  C16 1.357, C19 1.339
21 H 6.192 2.147 -2.444  C19 1.072
22 H 7.588 0.756 -0.566  C18 1.070
23 H 5.793 0.300 1.419  C17 1.070
24 H 2.392 2.437 -0.839  N13 1.008
25 H 0.827 1.952 1.620  C12 1.088
26 H 0.465 3.214 0.403  C12 1.094
27 C -0.764 -0.968 -0.816  N9 1.463, C28 1.506, C38 1.545, H59 1.100
28 C -0.011 -2.269 -0.910  C27 1.506, C29 1.390, C33 1.395
29 C -0.645 -3.483 -1.148  C28 1.390, C30 1.386, H37 1.078
30 C 0.124 -4.629 -1.271  C29 1.386, C31 1.385, H36 1.079
31 C 1.501 -4.519 -1.169  C30 1.385, N32 1.323, H35 1.082
32 N 2.117 -3.367 -0.961  C31 1.323, C33 1.318
33 C 1.382 -2.280 -0.834  C28 1.395, N32 1.318, H34 1.083
34 H 1.935 -1.364 -0.665  C33 1.083
35 H 2.146 -5.382 -1.263  C31 1.082
36 H -0.341 -5.587 -1.448  C30 1.079
37 H -1.719 -3.536 -1.222  C29 1.078
38 C -2.251 -1.075 -0.410  C27 1.545, O39 1.214, N40 1.340
39 O -2.725 -2.001 0.215  C38 1.214
40 N -2.937 0.005 -0.810  C38 1.340, H41 1.013, C42 1.449
41 H -2.434 0.764 -1.253  N40 1.013
42 C -4.324 0.240 -0.466  N40 1.449, C43 1.534, C47 1.530, H58 1.096
43 C -4.442 1.102 0.797  C42 1.534, C44 1.526, H56 1.092, H57 1.092
44 C -3.935 2.520 0.550  C43 1.526, C45 1.526, H54 1.092, H55 1.093
45 C -4.712 3.164 -0.595  C44 1.526, C46 1.526, H52 1.092, H53 1.093
46 C -4.564 2.335 -1.867  C45 1.526, C47 1.528, H50 1.092, H51 1.092
47 C -5.048 0.904 -1.639  C42 1.530, C46 1.528, H48 1.092, H49 1.092
48 H -4.897 0.309 -2.542  C47 1.092
49 H -6.117 0.916 -1.419  C47 1.092
50 H -5.144 2.787 -2.675  C46 1.092
51 H -3.517 2.336 -2.177  C46 1.092
52 H -4.347 4.178 -0.769  C45 1.092
53 H -5.768 3.230 -0.323  C45 1.093
54 H -4.049 3.113 1.460  C44 1.092
55 H -2.872 2.499 0.298  C44 1.093
56 H -5.491 1.138 1.095  C43 1.092
57 H -3.881 0.628 1.605  C43 1.092
58 H -4.757 -0.747 -0.265  C42 1.096
59 H -0.729 -0.491 -1.807  C27 1.100
60 H 1.196 -0.266 1.723  C8 1.092
61 H 0.081 -1.596 1.420  C8 1.089
62 H -2.406 -0.577 3.799  C4 1.093
63 H -2.100 -1.685 2.461  C4 1.091
64 H -0.282 -1.273 4.887  C1 1.088

Atom charges from the Mulliken analysis, given in e for atoms 1 to 6:
1. C -1.4400
2. H 0.3139
3. H 0.4252
4. C -0.4501
5. C -0.4210
6. H 0.5518